Density functional theory data (wB97M-V/def2-TZVPD) for a structure of composition C14H21Cl2HoN4O2 in a non-equilibrium geometry.

```
! RIJCOSX wB97M-V def2-TZVPD def2/J DEFGRID3
* xyz 2 5
Ho -0.18 -0.23 -1.23
Cl -1.43 -0.59 -3.69
Cl 1.40 -0.71 -3.62
O -0.61 0.53 2.61
O 1.52 0.94 -1.26
N -2.55 -0.53 -0.35
N 1.45 1.53 2.69
N -1.41 1.98 -1.46
N 0.48 0.78 0.68
C 1.84 -2.36 -0.66
C 2.64 1.83 0.66
C 0.38 0.92 2.03
C 0.61 -2.83 -1.14
C -0.32 -2.57 1.09
C -3.06 0.83 -0.04
C 1.57 1.19 -0.01
C 1.40 1.64 4.14
C 1.99 -2.02 0.68
C -0.49 -2.92 -0.25
C -2.86 1.77 -1.24
C 2.51 1.99 2.01
C 0.92 -2.14 1.55
C 0.01 -0.73 -4.72
H 0.05 0.12 -5.39
H -2.59 -1.04 0.54
H -3.38 2.71 -1.03
H -4.13 0.81 0.22
H 0.43 1.28 4.47
H -3.30 1.34 -2.15
H 3.29 2.48 2.58
H -1.12 -2.71 1.80
H -3.25 -0.99 -0.95
H 0.55 -3.29 -2.12
H 1.54 2.67 4.45
H 2.19 1.02 4.59
H 1.05 -1.96 2.61
H -1.07 2.52 -0.66
H 2.71 -2.38 -1.31
H -0.02 -1.68 -5.26
H 2.97 -1.75 1.05
H -1.40 -3.42 -0.57
H -1.29 2.60 -2.27
H 3.49 2.16 0.10
H -2.50 1.20 0.83
*
```

Output
LUMO level (spin up / spin down): -6.09 / -6.00 eV
expectation value of S²: 6.004
largest force on an atom: 0.041 hartree/bohr

Atom charges from the Mulliken analysis, given in e for atoms 1 to 5: Ho 0.952; Cl -0.073; Cl -0.025; O -0.639; O -0.617